1.
{
  "formula": "H3O2PS2",
  "method": "wB97M-V/def2-TZVPD",
  "elements": ["O", "O", "P", "S", "S", "H", "H", "H"],
  "positions_angstrom": [[0.038, -1.717, -0.073], [-1.108, 0.256, -0.675], [-0.051, -0.771, -1.358], [-3.126, -1.185, -2.809], [1.830, 0.127, -0.805], [-0.621, -2.523, -0.209], [-1.696, 0.532, -1.331], [1.530, -0.101, 0.463]],
  "mulliken_charge": [-0.48, -0.33, 0.36, -0.04, -0.31, 0.34, 0.30, 0.16],
  "relative_energy_kcal_mol": 0.00,
  "multiplicity": 3,
  "mol_weight_g_mol": 130.13,
  "total_energy_ev": -35101.3688,
  "homo_energy_ev": [-9.44, -9.45],
  "homo_lumo_gap_ev": [10.0, 6.6]
}


2.
{
  "formula": "C28H31NO2S",
  "method": "wB97M-V/def2-TZVPD",
  "elements": ["O", "C", "C", "C", "C", "O", "C", "C", "C", "C", "C", "C", "C", "C", "C", "N", "C", "C", "C", "S", "C", "C", "C", "C", "C", "C", "C", "C", "C", "C", "C", "C", "H", "H", "H", "H", "H", "H", "H", "H", "H", "H", "H", "H", "H", "H", "H", "H", "H", "H", "H", "H", "H", "H", "H", "H", "H", "H", "H", "H", "H", "H", "H"],
  "positions_angstrom": [[0.668, 3.652, 0.474], [1.510, 2.773, 0.437], [2.973, 3.064, 0.712], [3.866, 2.885, -0.519], [4.306, 1.436, -0.758], [5.031, 1.027, 0.389], [5.989, 0.011, 0.191], [5.407, -1.380, 0.118], [5.630, -2.199, -0.980], [5.073, -3.466, -1.035], [4.281, -3.921, 0.004], [4.056, -3.111, 1.105], [4.622, -1.851, 1.164], [3.120, 0.510, -1.065], [2.148, 0.412, 0.114], [1.190, 1.493, 0.136], [-0.189, 1.181, -0.172], [-0.933, 0.677, 1.067], [-2.361, 0.223, 0.755], [-2.259, -1.266, -0.326], [-3.818, -2.061, -0.075], [-3.878, -3.422, -0.359], [-5.066, -4.108, -0.202], [-6.199, -3.447, 0.244], [-6.137, -2.093, 0.519], [-4.955, -1.392, 0.355], [-3.177, 1.342, 0.169], [-3.806, 2.232, 1.034], [-4.538, 3.294, 0.537], [-4.653, 3.479, -0.830], [-4.032, 2.596, -1.697], [-3.296, 1.535, -1.200], [3.349, 2.437, 1.521], [3.018, 4.106, 1.035], [3.355, 3.256, -1.408], [4.770, 3.480, -0.374], [4.984, 1.424, -1.630], [6.651, 0.081, 1.061], [6.579, 0.219, -0.714], [6.243, -1.845, -1.797], [5.255, -4.095, -1.894], [3.841, -4.907, -0.043], [3.443, -3.466, 1.921], [4.457, -1.217, 2.023], [2.596, 0.885, -1.945], [3.500, -0.487, -1.294], [1.589, -0.523, 0.045], [2.726, 0.391, 1.042], [-0.662, 2.098, -0.531], [-0.217, 0.424, -0.960], [-0.974, 1.486, 1.800], [-0.384, -0.160, 1.506], [-2.823, -0.131, 1.683], [-2.988, -3.927, -0.701], [-5.105, -5.165, -0.423], [-7.126, -3.985, 0.373], [-7.018, -1.567, 0.858], [-4.933, -0.331, 0.551], [-3.719, 2.088, 2.102], [-5.019, 3.979, 1.220], [-5.227, 4.307, -1.218], [-4.119, 2.733, -2.764], [-2.820, 0.844, -1.879]],
  "mulliken_charge": [-0.70, 0.78, -0.87, -1.06, 0.21, -0.25, -1.01, 0.47, -0.25, -0.56, -0.44, -0.69, -0.07, -0.96, -1.22, 0.47, -1.12, -0.88, -0.26, -0.27, 1.09, -0.75, -0.53, -0.48, -0.75, -0.23, -0.40, -0.01, -0.80, -0.36, -0.91, 0.26, 0.34, 0.39, 0.44, 0.46, 0.38, 0.31, 0.39, 0.33, 0.39, 0.40, 0.42, 0.40, 0.53, 0.18, 0.42, 0.56, 0.47, 0.34, 0.30, 0.36, 0.87, 0.38, 0.38, 0.37, 0.40, 0.22, 0.43, 0.40, 0.39, 0.39, 0.45],
  "relative_energy_kcal_mol": 3.18,
  "smiles": "O=C1CC[C@@H](OCc2ccccc2)CCN1CC[C@H](Sc1ccccc1)c1ccccc1",
  "multiplicity": 1,
  "mol_weight_g_mol": 445.63,
  "total_energy_ev": -45960.2725,
  "homo_energy_ev": -8.14,
  "homo_lumo_gap_ev": 8.7
}


3.
{
  "formula": "C48H33F17NO25S",
  "method": "wB97M-V/def2-TZVPD",
  "elements": ["C", "C", "C", "C", "S", "O", "O", "C", "F", "F", "F", "N", "C", "C", "C", "C", "O", "C", "C", "O", "C", "F", "F", "C", "F", "F", "C", "F", "F", "C", "O", "O", "C", "C", "O", "O", "C", "C", "O", "C", "C", "F", "F", "C", "F", "F", "C", "F", "F", "C", "F", "F", "H", "H", "H", "H", "H", "H", "H", "H", "H", "H", "H", "H", "H", "H", "H", "H", "H", "C", "C", "C", "O", "C", "C", "C", "O", "O", "O", "H", "H", "H", "H", "C", "C", "C", "O", "C", "C", "C", "O", "O", "O", "H", "H", "H", "H", "C", "C", "C", "O", "C", "C", "C", "O", "O", "O", "H", "H", "H", "H", "C", "C", "C", "O", "C", "C", "C", "O", "O", "O", "H", "H", "H", "H"],
  "positions_angstrom": [[-2.996, 2.824, -3.228], [-3.590, 2.327, -2.295], [-3.889, 1.788, -0.897], [-4.851, 2.404, 0.030], [-5.750, 3.903, -0.594], [-4.840, 4.866, -1.218], [-6.676, 3.420, -1.616], [-6.644, 4.816, 0.766], [-6.032, 4.707, 1.999], [-6.610, 6.153, 0.431], [-7.980, 4.479, 0.807], [-5.044, 1.860, 1.300], [-4.348, 0.754, 1.804], [-4.692, 0.336, 3.266], [-5.467, -1.053, 3.264], [-6.707, -1.137, 2.287], [-6.971, -2.552, 2.068], [-3.354, 0.035, 0.974], [-2.490, -1.222, 1.470], [-1.497, -0.947, 2.084], [-2.994, -2.640, 1.021], [-4.324, -2.476, 0.588], [-2.295, -3.026, -0.133], [-2.984, -3.839, 2.055], [-4.276, -4.176, 2.460], [-2.543, -4.970, 1.348], [-2.052, -3.744, 3.330], [-2.115, -5.013, 3.933], [-0.696, -3.585, 3.019], [-2.538, -2.748, 4.472], [-3.611, -2.957, 5.001], [-1.787, -1.695, 4.942], [-3.125, 0.567, -0.412], [-2.099, -0.042, -1.425], [-2.558, -0.732, -2.307], [-0.748, 0.216, -1.363], [0.042, -1.014, -1.517], [0.768, -1.107, -2.924], [2.162, -0.731, -2.868], [2.945, -1.707, -2.177], [3.691, -0.947, -0.981], [4.873, -0.423, -1.575], [2.988, 0.153, -0.517], [4.181, -1.928, 0.179], [4.245, -3.254, -0.257], [5.492, -1.554, 0.488], [3.350, -1.840, 1.518], [3.561, -0.622, 2.172], [1.960, -1.939, 1.332], [3.724, -2.977, 2.589], [3.051, -2.635, 3.769], [5.078, -3.044, 2.847], [-2.607, 3.539, -3.998], [-5.744, 2.301, 1.909], [-5.362, 1.090, 3.782], [-3.725, 0.272, 3.857], [-4.736, -1.847, 2.944], [-5.747, -1.302, 4.337], [-6.541, -0.707, 1.262], [-7.637, -0.746, 2.806], [-6.910, -3.018, 2.926], [-2.362, -1.056, 5.419], [-0.577, -1.939, -1.350], [0.807, -0.986, -0.687], [0.246, -0.489, -3.710], [0.726, -2.192, -3.244], [3.729, -2.177, -2.848], [2.310, -2.570, -1.792], [3.278, -3.950, 2.223], [-0.935, 4.686, 4.462], [-2.041, 4.219, 3.879], [-2.980, 3.309, 4.601], [-3.995, 2.917, 4.036], [-2.643, 2.915, 5.964], [-1.531, 3.378, 6.552], [-0.605, 4.311, 5.839], [0.382, 4.723, 6.411], [-1.202, 3.024, 7.804], [-2.363, 4.552, 2.607], [-0.249, 5.347, 3.950], [-3.323, 2.241, 6.469], [-0.363, 3.490, 7.997], [-3.202, 4.092, 2.423], [4.885, 4.906, -1.437], [5.537, 5.636, -2.347], [5.986, 5.045, -3.643], [6.560, 5.748, -4.454], [5.716, 3.627, -3.881], [5.068, 2.897, -2.971], [4.595, 3.494, -1.687], [3.990, 2.799, -0.890], [4.813, 1.584, -3.176], [5.817, 6.940, -2.136], [4.552, 5.322, -0.496], [6.062, 3.207, -4.816], [4.336, 1.280, -2.381], [6.289, 7.238, -2.939], [0.649, 3.515, -7.228], [0.905, 2.204, -7.254], [1.882, 1.582, -6.311], [2.072, 0.380, -6.354], [2.581, 2.457, -5.367], [2.327, 3.770, -5.345], [1.329, 4.386, -6.269], [1.113, 5.583, -6.204], [2.959, 4.602, -4.484], [0.290, 1.383, -8.132], [-0.058, 3.977, -7.904], [3.298, 1.996, -4.703], [2.595, 5.490, -4.672], [0.644, 0.491, -7.947], [3.910, -9.299, -0.204], [3.956, -8.653, -1.373], [4.219, -7.184, -1.442], [4.272, -6.634, -2.527], [4.399, -6.459, -0.183], [4.349, -7.104, 0.985], [4.114, -8.577, 1.053], [4.094, -9.129, 2.138], [4.510, -6.451, 2.158], [3.769, -9.299, -2.543], [3.723, -10.362, -0.140], [4.572, -5.394, -0.245], [4.433, -7.136, 2.851], [3.853, -8.616, -3.236]],
  "mulliken_charge": [0.17, -1.48, 1.11, -0.14, 1.29, -0.55, -0.59, 0.62, -0.15, -0.17, -0.19, 0.65, -0.35, -0.47, 0.05, -0.45, -0.55, 0.01, -0.37, -0.44, 1.16, -0.25, -0.28, 0.47, -0.20, -0.30, 0.96, -0.30, -0.26, 0.29, -0.51, -0.43, 0.48, -0.29, -0.43, -0.32, 1.15, -0.94, -0.08, -0.79, 0.98, -0.36, -0.25, 0.24, -0.13, -0.30, 0.64, -0.31, -0.18, 0.16, -0.28, -0.24, 0.44, 0.42, 0.64, -0.12, -0.43, 0.56, 0.18, 0.32, 0.33, 0.39, 0.09, -0.42, 0.26, 0.39, 0.35, 0.36, 0.19, -0.78, 0.23, 0.94, -0.52, -0.96, 0.24, 0.93, -0.56, -0.56, -0.54, 0.47, 0.56, 0.37, 0.21, -0.98, 0.27, 1.03, -0.63, -0.47, 0.04, 0.81, -0.52, -0.56, -0.58, 0.44, 0.45, 0.17, 0.36, -1.05, 0.33, 0.68, -0.63, -0.70, 0.29, 0.85, -0.63, -0.31, -0.57, 0.46, 0.65, 0.35, 0.36, -0.96, 0.40, 0.88, -0.63, -0.91, 0.20, 0.89, -0.61, -0.51, -0.55, 0.43, 0.69, 0.34, 0.35],
  "total_charge": 1,
  "multiplicity": 1,
  "mol_weight_g_mol": 1378.81,
  "total_energy_ev": -160002.4815,
  "homo_energy_ev": -10.94,
  "homo_lumo_gap_ev": 5.4
}


Repeat the first record exactly.
{
  "formula": "H3O2PS2",
  "method": "wB97M-V/def2-TZVPD",
  "elements": ["O", "O", "P", "S", "S", "H", "H", "H"],
  "positions_angstrom": [[0.038, -1.717, -0.073], [-1.108, 0.256, -0.675], [-0.051, -0.771, -1.358], [-3.126, -1.185, -2.809], [1.830, 0.127, -0.805], [-0.621, -2.523, -0.209], [-1.696, 0.532, -1.331], [1.530, -0.101, 0.463]],
  "mulliken_charge": [-0.48, -0.33, 0.36, -0.04, -0.31, 0.34, 0.30, 0.16],
  "relative_energy_kcal_mol": 0.00,
  "multiplicity": 3,
  "mol_weight_g_mol": 130.13,
  "total_energy_ev": -35101.3688,
  "homo_energy_ev": [-9.44, -9.45],
  "homo_lumo_gap_ev": [10.0, 6.6]
}